(1)
Here is a structure of composition C29H25ClPSeYb from the Open Molecules 2025 dataset. Energies are from ωB97M-V with the def2-TZVPD basis set.

The geometry in ORCA input format:
```
! wB97M-V def2-TZVPD RIJCOSX def2/J DEFGRID3
* xyz 0 2
C -2.4412 2.6388 0.0760
C -1.4378 2.3079 -0.8584
C -1.9221 1.2575 -1.6734
H -0.4992 2.8400 -0.9877
C -3.2334 0.9252 -1.2284
C -3.5561 1.7959 -0.1507
H -4.4776 1.7807 0.4253
H -2.3697 3.4173 0.8274
H -1.3927 0.7987 -2.5088
H -3.8684 0.1349 -1.6219
Yb -1.8545 0.2675 0.5148
Cl -1.7133 -2.1791 0.8556
P 1.3090 -1.1148 -0.5519
C 1.4812 -1.8162 -2.2473
C 2.5757 -1.5771 -3.0955
H 3.3802 -0.9101 -2.7847
C 2.6367 -2.1964 -4.3466
H 3.4969 -2.0087 -4.9903
C 1.6064 -3.0431 -4.7641
H 1.6623 -3.5229 -5.7421
C 0.5074 -3.2714 -3.9253
H -0.2892 -3.9432 -4.2458
C 0.4277 -2.6504 -2.6802
H -0.4282 -2.8089 -2.0185
C 2.7003 0.0910 -0.5593
C 2.4264 1.3624 -1.1125
H 1.4348 1.5723 -1.5215
C 3.4301 2.3262 -1.1576
H 3.2187 3.3044 -1.5917
C 4.7091 2.0423 -0.6606
H 5.4924 2.7994 -0.7001
C 4.9817 0.7849 -0.1144
H 5.9736 0.5528 0.2741
C 3.9794 -0.1875 -0.0504
H 4.1957 -1.1571 0.4002
C 2.0306 -2.4807 0.4552
C 2.7072 -3.5886 -0.0816
H 2.8156 -3.7016 -1.1616
C 3.2469 -4.5526 0.7746
H 3.7823 -5.4020 0.3482
C 3.0996 -4.4295 2.1595
H 3.5219 -5.1869 2.8203
C 2.4081 -3.3355 2.6952
H 2.2965 -3.2311 3.7755
C 1.8599 -2.3736 1.8528
H 1.2874 -1.5364 2.2579
Se -2.8482 1.0573 3.4714
C -4.1422 2.3295 3.2797
C -3.8041 3.7068 3.3419
C -4.7967 4.6780 3.2726
C -6.1490 4.2908 3.1639
C -6.4910 2.9239 3.0748
C -5.5016 1.9511 3.1256
H -2.7559 3.9735 3.4544
H -4.5134 5.7364 3.2913
H -6.9278 5.0523 3.1261
H -7.5349 2.6180 2.9498
H -5.7331 0.8876 3.0689
*
```

Results
LUMO level (alpha / beta): -0.27 / -0.70 eV
calculated total energy: -149167.367 eV
highest occupied orbital energy (alpha / beta): -7.20 / -7.20 eV
Kohn-Sham gap (alpha / beta): 6.928 / 6.500 eV


(2)
Here is a cluster of 2 separate species, C29H25N2 in total from the Open Molecules 2025 dataset. Energies are from ωB97M-V with the def2-TZVPD basis set.

The geometry in ORCA input format:
```
! wB97M-V def2-TZVPD RIJCOSX def2/J DEFGRID3
* xyz 1 1
C 4.9662 -3.6924 -1.4959
C 3.8957 -3.8594 -0.6085
C 2.8490 -2.9383 -0.5821
C 2.9174 -1.7608 -1.3557
C 1.8333 -0.7722 -1.3092
C 0.4950 -1.1986 -1.2532
C -0.5977 -0.3739 -1.0465
C -1.9652 -0.8045 -1.1920
C -3.0247 0.1391 -1.2103
C -4.3500 -0.2751 -1.2976
C -4.6596 -1.6429 -1.3909
C -3.6232 -2.5852 -1.4068
C -2.2937 -2.1760 -1.3345
C 2.1610 0.6536 -1.3039
C 1.5178 1.5762 -2.1538
C 1.9152 2.9144 -2.1666
C 2.8621 3.3770 -1.2433
C 3.4570 2.4797 -0.3456
C 3.1530 1.1243 -0.4142
C 4.0312 -1.5750 -2.2100
C 5.0128 -2.5578 -2.3188
H 5.7607 -4.4387 -1.5450
H 3.8680 -4.7138 0.0677
H 1.9858 -3.0816 0.0727
H 0.3331 -2.2715 -1.3696
H -0.4347 0.6747 -0.7925
H -2.7673 1.2002 -1.1549
H -5.1477 0.4707 -1.3139
H -5.7008 -1.9668 -1.4550
H -3.8498 -3.6489 -1.4979
H -1.4969 -2.9188 -1.3769
H 0.7338 1.2178 -2.8263
H 1.4736 3.5979 -2.8933
H 3.1394 4.4323 -1.2209
H 4.1754 2.8259 0.3986
H 3.6440 0.4034 0.2460
H 4.0888 -0.6625 -2.8094
H 5.8258 -2.4313 -3.0344
N -5.0222 2.1355 2.5980
C -3.6861 1.9472 2.7424
C -3.0530 0.7965 2.2015
C -1.6794 0.6287 2.3491
C -0.9625 1.5990 3.1145
N 0.3468 1.1826 3.2062
C 0.5188 0.0113 2.5020
C -0.6982 -0.3476 1.9427
C -1.5670 2.7140 3.6874
C -2.9300 2.9032 3.4796
H -5.4585 2.9921 2.9069
H -5.5798 1.5321 2.0123
H -3.6361 0.0411 1.6734
H 1.0526 1.6425 3.7699
H 1.4874 -0.4711 2.4469
H -0.9055 -1.2363 1.3616
H -0.9675 3.4043 4.2760
H -3.4435 3.7834 3.8740
*
```

Results
LUMO level: -5.20 eV
calculated total energy: -33452.395 eV
highest occupied orbital energy: -9.36 eV
Kohn-Sham gap: 4.162 eV
relative energy (zero: lowest compared OMol25 entry of this formula, charge and spin): 8.1 kcal per mole